Molecular formula: C32H30BI2N4O4Ti
Method: DFT, the ωB97M-V functional and the def2-TZVPD basis

Structure (XYZ):
```
74
Properties=species:S:1:pos:R:3:mulliken_spin:R:1
I -0.186 2.567 8.117 0.00
I 1.733 -2.187 4.965 0.00
Ti -0.915 -0.791 1.150 0.96
O 0.088 -0.623 2.801 0.01
O 0.902 1.927 0.271 0.00
O -2.224 -0.980 -0.278 0.01
O 0.946 0.309 -1.338 0.01
N 0.488 -4.122 -1.111 0.01
N -2.531 -1.946 2.436 -0.02
N -0.018 -2.526 0.281 -0.05
N -2.234 0.796 2.115 0.02
C -0.694 1.267 4.005 0.00
C -3.636 -2.123 -3.398 0.00
C -0.374 -3.104 -0.859 0.05
C 3.122 2.710 -3.117 0.00
C -1.715 -3.453 -2.910 0.01
C -0.751 1.962 5.202 0.00
C -3.475 -1.198 3.001 0.00
C -4.568 -1.765 3.647 0.00
C 1.680 2.351 -0.776 -0.01
C -0.085 1.495 6.325 0.00
C -4.671 -3.141 3.713 0.00
C 2.370 3.531 -0.936 0.00
C -2.767 -3.157 -3.746 0.00
C 0.686 -0.387 5.076 0.00
C 1.418 -4.183 -0.099 0.00
C 0.034 0.060 3.916 0.01
C 1.092 -3.188 0.760 0.05
C 3.087 3.688 -2.119 0.00
C -1.489 -2.747 -1.721 0.01
C -1.375 1.810 2.775 0.02
C -3.323 0.308 2.973 0.00
C 1.703 1.372 -1.750 0.01
C -3.437 -1.412 -2.237 0.00
C 5.414 3.174 -4.009 0.00
C 2.410 1.523 -2.924 0.00
C -2.634 -3.276 2.497 0.01
C 3.940 2.967 -4.385 0.00
C -3.681 -3.918 3.126 0.00
C 3.414 4.223 -5.092 0.00
C -2.365 -1.693 -1.371 0.01
C 0.638 0.315 6.267 0.00
C 3.861 1.799 -5.370 0.00
B 0.430 0.632 -0.061 -0.11
H -1.837 -3.832 2.018 0.00
H -3.122 0.628 3.999 0.00
H 6.011 3.359 -4.905 0.00
H -4.468 -1.875 -4.044 0.00
H -3.720 -4.997 3.154 0.00
H 2.835 1.618 -5.695 0.00
H 2.398 0.731 -3.659 0.00
H -5.321 -1.129 4.093 0.00
H -4.099 -0.602 -1.958 0.00
H -2.913 -3.718 -4.659 0.00
H 4.255 0.879 -4.934 0.00
H 3.991 4.417 -5.999 0.00
H 1.567 -2.886 1.679 0.00
H 5.810 2.289 -3.508 0.00
H -5.511 -3.605 4.213 0.00
H -1.316 2.884 5.254 0.00
H 0.458 -4.723 -1.914 0.00
H 4.457 2.030 -6.255 0.00
H -4.279 0.754 2.688 0.00
H -1.048 -4.257 -3.199 0.00
H -1.962 2.692 3.056 0.00
H 3.638 4.609 -2.261 0.00
H 5.541 4.024 -3.338 0.00
H 2.359 4.299 -0.174 0.00
H -2.618 1.200 1.266 0.01
H 3.486 5.103 -4.453 0.00
H 2.366 4.094 -5.371 0.00
H 2.211 -4.909 -0.088 0.00
H 1.155 -0.060 7.139 0.00
H -0.628 2.116 2.041 -0.02
```

Orbital gap (spin up / spin down): 7.4 / 7.8 eV
Spin multiplicity: 2
Strongest force on any atom: 0.39 eV Å⁻¹
Total energy: -87820.5770 eV
Net charge: 0

Molecular formula: C32H30ClOP2Ti
Method: DFT, the ωB97M-V functional and the def2-TZVPD basis

Structure (XYZ):
```
67
Properties=species:S:1:pos:R:3:nbo_charge:R:1
Ti -0.892 -0.304 0.401 1.28
Cl 0.068 -2.374 0.288 -0.19
P -0.922 -0.144 2.964 0.91
P 0.006 0.192 -1.873 1.12
O 0.311 2.563 0.527 -0.25
C 2.262 -2.750 3.326 -0.20
C -2.963 0.016 -4.698 -0.15
C 1.056 -1.672 -3.671 -0.18
C 3.448 -2.019 -2.247 -0.12
C -1.535 -0.180 -2.743 -0.42
C -3.663 -1.327 -2.799 -0.19
C -2.478 -0.998 -2.117 -0.13
C 0.319 -3.817 4.290 -0.17
C 1.430 2.916 4.532 -0.18
C 2.015 3.240 -3.780 -0.20
C 0.497 1.797 -2.550 -0.47
C 1.150 4.327 -3.601 -0.12
C -1.779 0.336 -4.031 -0.17
C -0.372 2.883 -2.377 -0.19
C -0.006 1.415 0.533 0.34
C 3.252 -2.687 -3.466 -0.15
C 2.462 -1.160 -1.755 -0.23
C -1.220 2.498 3.764 -0.25
C 0.169 -1.527 3.506 -0.27
C 1.274 -0.971 -2.479 -0.39
C 1.507 -1.597 3.084 -0.23
C -3.909 -0.820 -4.082 -0.12
C -0.819 3.743 4.241 -0.18
C -0.441 -2.680 4.026 -0.22
C 1.679 -3.846 3.967 -0.12
C -0.046 4.139 -2.892 -0.19
C 2.056 -2.509 -4.173 -0.18
C 0.505 3.953 4.638 -0.14
C 1.702 1.983 -3.250 -0.10
C -2.403 -0.376 4.022 -0.90
C 1.030 1.646 4.093 -0.23
C -0.306 1.424 3.735 -0.29
H -3.014 -3.800 0.200 -0.01
H -4.409 -1.974 -2.329 0.26
H -1.048 0.988 -4.512 0.26
H -1.527 -2.719 4.186 0.23
H -0.716 4.986 -2.724 0.25
H -3.068 0.484 3.895 0.27
H 0.111 -1.553 -4.206 0.24
H 1.880 -3.039 -5.112 0.26
H -3.155 0.422 -5.696 0.27
H 2.957 3.383 -4.317 0.26
H -2.965 -1.244 3.653 0.25
H 1.415 5.322 -3.985 0.26
H 1.943 -0.778 2.489 0.21
H -0.180 -4.702 4.690 0.26
H 1.790 0.860 4.001 0.23
H 3.297 -2.807 2.979 0.25
H 2.396 1.151 -3.392 0.24
H 2.607 -0.638 -0.803 0.21
H -4.844 -1.064 -4.610 0.27
H -2.120 -0.483 5.081 0.31
H -2.244 2.371 3.371 0.22
H 4.016 -3.369 -3.856 0.26
H -1.316 2.767 -1.840 0.21
H -2.338 -4.121 0.104 0.01
H -2.296 -1.422 -1.103 0.13
H 2.476 3.101 4.764 0.25
H 4.369 -2.180 -1.679 0.24
H -1.532 4.564 4.259 0.25
H 2.255 -4.755 4.147 0.26
H 0.817 4.935 4.988 0.26
```

Orbital gap: 4.5 eV
Spin multiplicity: 1
Strongest force on any atom: 9.87 eV Å⁻¹
Total energy: -89903.5622 eV
Energy relative to the best compared isomer or geometry (same formula, charge and spin): 44.7 kJ/mol
Net charge: +3

Molecular formula: C32H30F6N4O12
Method: DFT, the ωB97M-V functional and the def2-TZVPD basis

Structure (XYZ):
```
84
Properties=species:S:1:pos:R:3:mulliken_charge:R:1
F 4.076 -5.675 -0.637 -0.26
F -0.561 3.318 4.775 -0.26
F -0.754 5.141 3.558 -0.27
F 4.920 -5.678 1.314 -0.25
F 5.900 -6.819 -0.210 -0.22
F -0.679 3.222 2.510 -0.16
O -0.247 -0.444 6.305 -0.59
O -3.330 4.653 3.873 -0.29
O -3.247 2.773 1.046 -0.55
O -1.937 -0.085 -0.014 -0.48
O -2.957 2.416 3.984 -0.48
O -1.243 -1.372 -1.584 -0.63
O 0.354 2.680 -4.252 -0.59
O -1.515 3.113 -0.207 -0.59
O 7.190 -4.562 -0.700 -0.32
O 1.462 2.835 -6.083 -0.59
O 5.527 -3.240 -0.022 -0.56
O 0.645 -2.320 5.897 -0.62
N 0.884 2.173 -5.246 1.01
N -0.146 -1.434 5.617 1.00
N -2.687 2.766 -0.065 1.19
N -1.036 -0.675 -0.586 1.15
C -3.422 2.257 -1.303 0.26
C 2.629 -1.118 -0.080 -0.53
C -1.862 -2.828 2.449 -0.43
C 1.921 0.443 1.582 -0.94
C -5.517 5.522 3.592 -1.17
C -2.596 3.553 3.818 0.32
C -1.961 -0.620 4.221 -0.27
C 0.571 0.260 1.178 0.05
C 8.033 -3.379 -1.047 -0.26
C 1.308 -1.225 -0.575 -0.44
C -2.781 -0.719 3.082 -0.21
C 0.817 0.695 -5.477 -0.37
C 8.952 -2.958 0.060 -0.97
C -2.753 -1.767 2.169 -0.54
C -3.458 1.782 -3.657 -0.14
C 2.899 -0.262 0.991 -0.30
C -4.680 1.714 -1.229 -0.55
C -4.731 4.400 4.203 -0.10
C 5.271 -5.704 0.039 0.81
C 0.092 -0.081 -4.590 0.53
C -0.040 -1.471 -4.720 -0.55
C 1.325 0.078 -6.589 -0.28
C -2.866 2.440 -2.578 -0.79
C -4.651 1.175 -3.600 -0.69
C -1.149 3.853 3.657 0.92
C -1.084 -1.652 4.470 -0.01
C 0.530 -2.086 -5.822 -0.48
C 0.288 -0.556 0.045 -0.25
C -1.017 -2.764 3.587 -0.65
C 5.986 -4.332 -0.249 0.49
C -5.308 1.231 -2.371 -0.32
C 1.123 -1.320 -6.776 -0.57
H -2.883 1.872 -4.574 0.39
H -6.458 5.626 4.021 0.43
H -0.493 0.388 -3.760 0.25
H -6.384 1.083 -2.269 0.37
H -1.930 2.924 -2.753 0.51
H -3.515 0.045 2.957 0.38
H 9.432 -2.049 -0.309 0.34
H 3.951 -0.028 1.291 0.32
H -5.004 3.395 3.826 0.25
H 0.371 -3.145 -6.013 0.37
H 8.523 -3.645 -1.979 0.31
H 2.136 1.190 2.293 0.53
H -3.357 -1.814 1.280 0.47
H -4.661 4.328 5.304 0.32
H -5.632 5.362 2.525 0.25
H -0.269 -3.475 3.772 0.54
H -0.250 0.738 1.656 0.62
H -0.609 -1.881 -3.893 0.46
H -4.913 6.453 3.809 0.28
H 1.848 0.695 -7.277 0.50
H -1.944 0.319 4.791 0.52
H -5.210 1.587 -0.343 0.53
H -1.779 -3.746 1.848 0.37
H -5.160 0.881 -4.550 0.35
H 9.778 -3.712 0.226 0.28
H 1.626 -1.889 -7.547 0.32
H 1.092 -1.876 -1.416 0.47
H 3.497 -1.704 -0.363 0.45
H 7.275 -2.614 -1.275 0.28
H 8.433 -2.656 0.970 0.31
```

Orbital gap: 8.8 eV
Spin multiplicity: 1
SMILES: O=[N+]([O-])c1ccccc1.O=[N+]([O-])c1ccccc1.O=[N+]([O-])c1ccccc1.O=[N+]([O-])c1ccccc1.CCOC(=O)C(F)(F)F.CCOC(=O)C(F)(F)F
Strongest force on any atom: 3.42 eV Å⁻¹
Total energy: -80493.7329 eV
Net charge: 0

Molecular formula: C32H30FeNO2
Method: DFT, the ωB97M-V functional and the def2-TZVPD basis

Structure (XYZ):
```
66
Properties=species:S:1:pos:R:3:mulliken_spin:R:1
Fe -1.230 -4.683 -0.106 0.67
O -1.467 -5.520 -2.952 -0.01
O 1.597 -5.627 -0.458 -0.03
N 4.045 3.727 -2.601 -2.89
C -1.238 1.652 2.391 0.13
C -2.375 2.243 -1.051 0.10
C -0.805 -2.946 -0.949 0.07
C -3.065 -5.426 0.281 -0.04
C 1.968 1.264 -0.843 -0.46
C 4.234 5.163 -2.615 1.85
C -2.272 1.993 1.397 0.11
C 0.565 -5.183 -0.153 0.13
C -4.359 2.526 0.329 0.07
C -0.005 1.426 1.694 -0.10
C 4.941 2.977 -3.446 1.94
C -1.269 -5.499 1.750 0.06
C -1.657 1.996 0.112 -0.10
C 1.151 1.094 2.375 0.24
C -1.500 -5.330 -1.805 -0.05
C 2.967 1.780 -1.639 1.49
C -0.277 1.501 0.248 0.66
C 0.754 1.974 -0.678 -0.40
C -0.352 -1.944 0.028 0.17
C 2.937 3.136 -2.054 -0.56
C -1.835 -4.182 1.807 -0.03
C 0.637 3.248 -1.315 0.23
C -0.142 1.056 4.434 0.10
C -3.747 2.523 -0.933 -0.05
C -2.942 -4.131 0.890 0.09
C -1.000 -0.705 0.206 0.67
C 1.077 0.899 3.760 -0.09
C -1.306 1.432 3.759 -0.08
C 1.739 3.863 -1.870 0.14
C -2.019 -6.271 0.796 0.00
C -3.641 2.219 1.497 -0.02
C 0.867 -2.182 0.849 -0.01
H -0.175 0.876 5.511 0.01
H -1.886 -7.333 0.594 0.00
H 5.956 3.356 -3.299 -0.35
H 4.038 5.578 -1.615 0.26
H -1.553 -3.404 2.513 -0.01
H -1.859 2.247 -2.013 0.00
H 1.378 -3.131 0.601 0.01
H -1.595 -0.324 -0.633 -0.02
H -0.026 -3.196 -1.688 0.04
H 1.559 -1.328 0.697 0.01
H -1.760 -2.664 -1.418 0.02
H 2.078 0.276 -0.388 -0.09
H 0.627 -2.208 1.934 0.01
H 4.923 1.908 -3.218 0.22
H -4.102 2.129 2.479 0.00
H 3.575 5.657 -3.349 -0.45
H 1.677 4.893 -2.232 0.36
H -4.313 2.762 -1.837 -0.01
H 4.696 3.100 -4.520 -0.39
H -2.268 1.541 4.257 0.00
H 3.837 1.176 -1.874 0.38
H 2.089 1.020 1.820 0.06
H -0.502 -5.890 2.412 -0.01
H 1.986 0.629 4.305 -0.01
H -0.336 3.755 -1.335 0.07
H -3.866 -5.746 -0.371 0.00
H 5.280 5.345 -2.888 -0.23
H -1.370 -0.541 1.251 0.09
H -3.638 -3.304 0.768 0.02
H -5.424 2.757 0.401 0.01
```

Orbital gap (spin up / spin down): 1.9 / 4.6 eV
Spin multiplicity: 5
Strongest force on any atom: 3.74 eV Å⁻¹
Total energy: -73634.8218 eV
Energy relative to the best compared isomer or geometry (same formula, charge and spin): 236.9 kJ/mol
Net charge: -1

Molecular formula: C32H30O3PRhS3Si
Method: DFT, the ωB97M-V functional and the def2-TZVPD basis

Structure (XYZ):
```
71
Properties=species:S:1:pos:R:3:mulliken_charge:R:1
Rh 0.496 -0.768 -0.836 0.64
S 4.365 0.105 -2.381 0.20
S 1.837 -0.651 -4.314 -0.11
S 0.329 3.218 -3.695 -0.05
P 0.970 -0.981 1.282 1.41
Si -4.411 -0.864 0.425 -0.16
O 1.678 0.808 -0.869 -0.34
O 4.282 -2.189 -0.321 -0.66
O 2.195 -1.873 -1.069 -0.70
C -0.305 0.035 -3.098 -0.36
C 0.550 4.822 -1.729 -0.75
C 0.635 0.517 2.234 0.45
C 0.372 -1.403 -4.771 -0.54
C -0.099 1.542 1.639 -0.08
C -4.789 -2.551 1.119 -0.95
C -0.689 -0.958 -4.050 -1.03
C 0.851 -2.719 3.454 -0.26
C 0.043 4.750 -2.990 -0.55
C -2.636 -0.847 -0.049 0.33
C 1.056 0.273 -3.095 -1.61
C 2.763 -1.227 1.203 -0.68
C -1.453 -0.820 -0.350 -1.02
C 0.354 -2.424 2.184 0.94
C 1.192 3.614 -1.331 -0.55
C -0.342 2.719 2.333 -1.07
C 3.147 -1.805 -0.164 0.19
C 5.636 1.005 -3.074 -0.66
C 3.250 1.388 -2.618 -1.10
C 1.134 0.691 3.523 -0.12
C -0.520 -4.690 3.551 -0.50
C 3.858 2.466 -3.197 -0.53
C -0.999 -4.418 2.279 -0.84
C -0.565 -3.290 1.595 -0.36
C 5.234 2.243 -3.470 -0.69
C -5.457 -0.514 -1.074 -0.98
C 0.148 2.881 3.621 -0.56
C 0.889 1.867 4.214 -0.82
C 1.155 2.657 -2.297 -0.82
C 0.410 -3.840 4.137 -0.84
C -4.649 0.451 1.720 -0.98
C 1.792 1.278 -2.205 4.56
H -1.713 -5.083 1.811 0.44
H -5.360 0.529 -1.380 0.30
H 5.889 2.971 -3.927 0.42
H 1.597 -2.088 3.919 0.21
H 1.734 -0.076 3.996 0.25
H -4.044 0.232 2.603 0.30
H 1.664 3.450 -0.372 0.61
H -0.490 5.511 -3.538 0.48
H 0.801 -4.056 5.123 0.42
H 3.102 -1.921 1.971 0.59
H -0.909 3.510 1.859 0.48
H -1.009 0.618 -2.525 1.07
H 1.282 1.992 5.214 0.44
H -0.041 3.800 4.161 0.41
H 0.369 -2.141 -5.558 0.49
H -4.237 -2.716 2.047 0.28
H -0.949 -3.078 0.609 0.43
H 3.340 3.388 -3.421 0.48
H -5.695 0.521 2.030 0.34
H -5.152 -1.142 -1.913 0.31
H 0.471 5.701 -1.104 0.41
H -0.861 -5.569 4.083 0.39
H -4.505 -3.335 0.413 0.30
H -1.706 -1.290 -4.196 0.46
H -6.512 -0.711 -0.868 0.32
H 3.282 -0.278 1.342 0.38
H -0.476 1.422 0.632 0.48
H -4.343 1.428 1.338 0.31
H -5.856 -2.657 1.332 0.35
H 6.622 0.572 -3.144 0.46
```

Orbital gap (spin up / spin down): 7.2 / 7.2 eV
Spin multiplicity: 1
Strongest force on any atom: 0.96 eV Å⁻¹
Total energy: -92492.3776 eV
Energy relative to the best compared isomer or geometry (same formula, charge and spin): 0.0 kJ/mol
Net charge: 0

Molecular formula: C32H31BrN6O4S3Ti
Method: DFT, the ωB97M-V functional and the def2-TZVPD basis

Structure (XYZ):
```
78
Properties=species:S:1:pos:R:3:mulliken_spin:R:1
Br 0.333 3.428 -5.525 0.00
Ti 0.907 -1.417 -0.285 1.10
S 2.375 -2.044 1.557 -0.03
S 0.871 0.819 0.880 -0.02
S -1.624 -4.647 -1.860 0.00
O -0.465 -0.635 -2.276 -0.01
O -1.839 0.885 -0.579 -0.03
O -0.859 -1.584 0.275 0.14
O 2.188 -0.911 -1.445 -0.03
N -1.406 -5.306 0.710 0.01
N -2.976 -1.691 1.199 0.07
N 1.059 -3.270 -0.867 -0.04
N -1.543 3.245 0.692 0.01
N -1.986 4.953 -0.677 0.00
N 0.370 -4.152 -0.044 -0.01
C -3.775 -1.182 2.287 0.05
C -1.230 2.851 -1.721 0.00
C -0.791 3.435 -2.913 0.00
C -1.006 -2.192 2.617 -0.01
C -1.850 4.298 1.505 0.00
C 3.994 -0.874 -2.952 -0.03
C -1.900 4.434 2.887 0.00
C -0.784 -4.642 -0.355 0.01
C 2.213 1.731 3.069 0.00
C 1.967 0.633 2.233 0.01
C -0.552 0.688 -2.567 -0.01
C -0.084 1.264 -3.732 -0.01
C 4.899 -1.533 -3.764 0.06
C -1.626 3.690 -0.596 0.00
C 3.673 0.435 4.464 0.00
C -0.335 -1.521 -3.393 0.05
C 3.012 -1.567 -2.230 0.06
C -1.596 -1.771 1.313 0.44
C -0.251 2.634 -3.888 0.00
C -3.607 -1.662 -0.102 -0.03
C 4.840 -2.921 -3.890 -0.04
C -2.560 6.742 2.526 0.00
C 2.953 -2.988 -2.351 0.00
C -1.197 1.464 -1.603 0.00
C -2.507 6.602 1.149 0.00
C 3.430 -0.667 3.658 0.00
C 1.998 -3.779 -1.620 0.19
C -2.143 5.363 0.625 0.00
C 3.878 -3.624 -3.191 0.04
C -2.259 5.675 3.384 0.00
C 2.597 -0.595 2.533 0.02
C 3.061 1.646 4.164 0.00
H -1.568 -0.059 -0.494 0.01
H 3.237 2.522 4.781 0.00
H -2.835 7.700 2.951 0.00
H -0.863 4.508 -3.026 0.00
H -2.302 5.825 4.456 0.00
H -1.656 3.608 3.544 0.00
H -3.158 -1.030 3.168 0.01
H 4.335 0.352 5.321 0.00
H -4.561 -2.194 -0.043 0.01
H 0.411 0.679 -4.492 0.00
H -1.149 2.337 0.956 0.00
H 1.721 2.670 2.837 0.00
H -0.765 -5.522 1.461 0.00
H -1.056 -1.252 -4.169 0.00
H 3.887 -1.624 3.888 0.00
H -3.797 -0.637 -0.451 0.01
H -0.079 -2.723 2.401 -0.01
H -1.693 -2.853 3.152 0.01
H 3.828 -4.705 -3.283 0.00
H -2.975 -2.181 -0.821 0.00
H -4.586 -1.876 2.536 0.01
H -2.733 7.437 0.496 0.00
H 4.030 0.203 -2.837 0.00
H -0.554 -2.519 -3.023 -0.02
H -0.744 -1.337 3.252 0.02
H -1.971 -6.081 0.410 0.00
H 5.654 -0.969 -4.300 0.01
H 2.073 -4.862 -1.672 0.01
H 0.682 -1.492 -3.795 0.00
H -4.225 -0.216 2.014 -0.02
H 5.546 -3.446 -4.523 0.00
```

Orbital gap (spin up / spin down): 3.2 / 5.4 eV
Spin multiplicity: 3
Strongest force on any atom: 3.78 eV Å⁻¹
Total energy: -176486.1210 eV
Net charge: -2